No. 1
ORCA calculation (ωB97M-V with the def2-TZVPD basis set) on a cluster of 5 separate species, C29H50BrClIN3O15S5 in total.

## Properties
Structure (SMILES) ... C#Cc1cc2nc(C[C@@H](O)CN)c(I)nc2c(Br)c1CCCCS(=O)(=O)Cl.CCOS(C)(=O)=O.CCOS(C)(=O)=O.CCOS(C)(=O)=O.CCOS(C)(=O)=O
HOMO-LUMO gap ... 8.16 eV
Energy relative to the best compared isomer or geometry (same formula, charge and spin) ... 0.00 kcal/mol

Cartesian coordinates (Å):
C (2.054, 3.599, -7.143)
C (2.143, 3.222, -5.997)
C (1.859, 2.730, -4.628)
C (2.295, 1.469, -4.249)
C (2.024, 0.912, -2.936)
N (2.489, -0.355, -2.689)
C (2.199, -0.698, -1.446)
C (2.700, -2.097, -0.997)
C (1.743, -3.226, -1.484)
O (2.472, -4.354, -2.010)
C (0.761, -3.774, -0.410)
N (-0.468, -2.936, -0.253)
C (1.475, 0.124, -0.467)
I (1.078, -0.521, 1.547)
N (1.013, 1.317, -0.761)
C (1.302, 1.733, -2.034)
C (0.848, 3.062, -2.431)
Br (-0.173, 4.069, -1.118)
C (1.123, 3.591, -3.699)
C (0.646, 4.998, -4.051)
C (-0.465, 5.064, -5.158)
C (-1.633, 4.038, -4.985)
C (-2.116, 3.588, -6.413)
S (-1.402, 2.012, -6.968)
O (-0.618, 1.335, -5.977)
O (-0.681, 2.215, -8.198)
Cl (-2.991, 0.761, -7.481)
H (1.935, 4.126, -8.085)
H (2.850, 0.877, -4.988)
H (3.658, -2.247, -1.547)
H (2.957, -2.132, 0.076)
H (1.142, -2.807, -2.327)
H (1.805, -4.825, -2.532)
H (0.419, -4.772, -0.780)
H (1.228, -3.968, 0.577)
H (-0.683, -2.981, 0.744)
H (-1.246, -3.430, -0.690)
H (1.532, 5.540, -4.463)
H (0.302, 5.594, -3.191)
H (-0.921, 6.078, -5.075)
H (0.014, 5.041, -6.156)
H (-2.506, 4.554, -4.527)
H (-1.400, 3.183, -4.324)
H (-3.221, 3.524, -6.471)
H (-1.793, 4.365, -7.135)
O (2.709, -9.108, -5.104)
S (2.113, -8.975, -3.810)
O (1.542, -7.736, -3.374)
O (3.152, -9.482, -2.706)
C (4.474, -8.918, -2.707)
C (4.495, -7.545, -2.069)
C (0.921, -10.256, -3.589)
H (4.879, -8.890, -3.721)
H (5.102, -9.598, -2.130)
H (3.954, -6.822, -2.681)
H (5.519, -7.190, -1.952)
H (4.011, -7.566, -1.092)
H (1.374, -11.207, -3.858)
H (0.079, -10.041, -4.245)
H (0.595, -10.259, -2.551)
O (1.157, -0.931, 4.803)
S (1.826, -0.641, 6.037)
O (2.034, -1.652, 7.027)
O (1.125, 0.619, 6.721)
C (-0.298, 0.582, 6.923)
C (-0.675, -0.249, 8.132)
C (3.369, 0.134, 5.684)
H (-0.803, 0.225, 6.023)
H (-0.614, 1.613, 7.081)
H (-0.461, -1.306, 7.964)
H (-1.740, -0.149, 8.348)
H (-0.103, 0.063, 9.006)
H (3.202, 0.945, 4.979)
H (4.025, -0.616, 5.245)
H (3.796, 0.507, 6.612)
O (-0.158, 3.892, 12.060)
S (0.630, 3.624, 10.896)
O (0.366, 2.495, 10.059)
O (2.176, 3.612, 11.306)
C (2.585, 2.763, 12.390)
C (2.714, 1.316, 11.954)
C (0.684, 5.074, 9.893)
H (1.899, 2.862, 13.234)
H (3.556, 3.130, 12.720)
H (1.740, 0.891, 11.711)
H (3.158, 0.716, 12.750)
H (3.334, 1.237, 11.060)
H (0.949, 5.923, 10.517)
H (-0.306, 5.216, 9.464)
H (1.416, 4.927, 9.102)
O (-6.234, 4.194, -5.413)
S (-7.212, 3.737, -4.469)
O (-6.859, 3.443, -3.115)
O (-7.981, 2.479, -5.087)
C (-7.195, 1.380, -5.570)
C (-6.709, 0.499, -4.434)
C (-8.580, 4.851, -4.471)
H (-6.360, 1.741, -6.176)
H (-7.840, 0.797, -6.227)
H (-5.983, 1.025, -3.814)
H (-6.232, -0.402, -4.823)
H (-7.539, 0.212, -3.787)
H (-8.891, 5.024, -5.498)
H (-8.249, 5.782, -4.015)
H (-9.388, 4.416, -3.887)



No. 2
ORCA calculation (ωB97M-V with the def2-TZVPD basis set) on a cluster of 8 separate species, C29H50N2O18 in total.

## Properties
Structure (SMILES) ... C[C@H]1COC(=O)O1.C[C@H]1COC(=O)O1.C[C@H]1COC(=O)O1.COC(=O)OC.COC(=O)OC.COC(=O)OC.CCCC#N.CCCC#N
HOMO-LUMO gap ... 9.86 eV
Energy relative to the best compared isomer or geometry (same formula, charge and spin) ... 58.16 kcal/mol

Cartesian coordinates (Å):
C (-4.638, -0.695, 0.537)
C (-3.728, 0.504, 0.587)
C (-2.648, 0.534, -0.518)
O (-3.063, 1.543, -1.316)
C (-4.136, 2.086, -0.881)
O (-4.590, 3.017, -1.577)
O (-4.630, 1.540, 0.190)
H (-4.976, -0.996, -0.440)
H (-5.511, -0.618, 1.182)
H (-4.110, -1.629, 0.786)
H (-3.524, 0.649, 1.646)
H (-2.462, -0.379, -0.966)
H (-1.722, 0.813, -0.022)
C (0.267, -0.473, -2.270)
C (1.042, -0.392, -0.872)
C (1.438, -1.778, -0.478)
O (2.786, -1.671, -0.734)
C (3.218, -0.410, -0.740)
O (4.403, -0.099, -0.744)
O (2.208, 0.422, -0.868)
H (-0.445, -1.315, -2.242)
H (0.982, -0.517, -3.140)
H (-0.448, 0.391, -2.451)
H (0.400, 0.130, -0.151)
H (0.938, -2.573, -1.072)
H (1.402, -1.913, 0.566)
C (3.265, 3.828, -0.979)
C (1.802, 4.121, -1.331)
C (1.201, 3.312, -2.549)
O (-0.162, 3.362, -2.144)
C (-0.218, 3.422, -0.826)
O (-1.189, 3.185, -0.143)
O (0.865, 3.739, -0.405)
H (3.918, 3.909, -1.875)
H (3.420, 2.789, -0.717)
H (3.668, 4.347, -0.101)
H (1.736, 5.203, -1.490)
H (1.441, 2.216, -2.482)
H (1.394, 3.617, -3.567)
C (0.828, -4.813, 5.438)
O (1.973, -4.398, 4.742)
C (2.076, -4.214, 3.393)
O (1.006, -4.248, 2.464)
O (3.369, -4.016, 3.121)
C (3.772, -3.630, 1.821)
H (0.092, -4.003, 5.322)
H (0.881, -4.964, 6.474)
H (0.347, -5.643, 5.068)
H (4.715, -3.927, 1.533)
H (3.455, -2.694, 1.478)
H (3.073, -4.257, 1.209)
C (5.520, 0.848, 2.661)
O (6.779, 1.452, 2.664)
C (6.750, 2.793, 2.274)
O (5.568, 3.504, 1.833)
O (7.899, 3.365, 2.456)
C (8.108, 4.695, 2.002)
H (5.686, -0.235, 2.939)
H (4.880, 0.923, 1.777)
H (4.884, 1.232, 3.483)
H (8.498, 4.643, 1.024)
H (8.812, 5.165, 2.731)
H (7.184, 5.287, 1.975)
C (-1.879, -3.860, -0.118)
O (-1.694, -3.172, -1.351)
C (-2.793, -2.842, -1.911)
O (-4.031, -3.183, -1.503)
O (-2.651, -1.987, -2.864)
C (-3.684, -1.650, -3.805)
H (-2.484, -4.771, -0.349)
H (-2.326, -3.351, 0.729)
H (-0.863, -3.978, 0.219)
H (-4.108, -2.699, -3.993)
H (-3.325, -1.184, -4.705)
H (-4.436, -1.005, -3.377)
C (-3.345, -1.550, 4.367)
C (-1.924, -1.824, 4.642)
C (-1.122, -2.396, 3.496)
C (-1.135, -1.479, 2.331)
N (-1.157, -0.732, 1.529)
H (-3.577, -0.557, 4.858)
H (-3.968, -2.436, 4.652)
H (-3.619, -1.471, 3.299)
H (-1.769, -2.600, 5.403)
H (-1.515, -0.965, 5.048)
H (-1.153, -3.387, 3.203)
H (-0.057, -2.120, 3.687)
C (-4.485, 1.701, -4.866)
C (-3.176, 2.199, -5.476)
C (-2.262, 2.781, -4.387)
C (-1.117, 3.478, -4.937)
N (-0.274, 4.074, -5.419)
H (-5.100, 2.544, -4.520)
H (-4.388, 1.109, -3.910)
H (-5.216, 1.263, -5.430)
H (-3.557, 2.953, -6.125)
H (-2.727, 1.417, -6.121)
H (-1.980, 2.026, -3.652)
H (-2.853, 3.566, -3.930)



No. 3
ORCA calculation (ωB97M-V with the def2-TZVPD basis set) on a cluster of 8 separate species, C29H50N2O18 in total.

## Properties
Structure (SMILES) ... C[C@H]1COC(=O)O1.C[C@H]1COC(=O)O1.C[C@H]1COC(=O)O1.COC(=O)OC.COC(=O)OC.COC(=O)OC.CCCC#N.CCCC#N
HOMO-LUMO gap ... 10.43 eV
Energy relative to the best compared isomer or geometry (same formula, charge and spin) ... 47.42 kcal/mol

Cartesian coordinates (Å):
C (-2.781, -2.163, 1.549)
C (-1.351, -2.622, 2.140)
C (-0.180, -2.598, 1.040)
O (0.740, -1.755, 1.634)
C (0.164, -1.097, 2.739)
O (0.728, -0.161, 3.240)
O (-0.955, -1.655, 3.071)
H (-3.555, -2.143, 2.291)
H (-3.065, -2.938, 0.759)
H (-2.806, -1.185, 1.165)
H (-1.354, -3.583, 2.675)
H (-0.536, -2.025, 0.181)
H (0.252, -3.489, 0.673)
C (-3.928, 2.782, 4.979)
C (-3.183, 2.517, 3.681)
C (-3.309, 1.029, 3.365)
O (-3.928, 0.923, 2.114)
C (-4.278, 2.168, 1.648)
O (-4.977, 2.300, 0.654)
O (-3.856, 3.036, 2.540)
H (-3.602, 3.731, 5.435)
H (-3.616, 2.038, 5.722)
H (-5.035, 2.841, 5.005)
H (-2.135, 2.722, 3.870)
H (-3.804, 0.411, 4.188)
H (-2.292, 0.643, 3.344)
C (5.545, 1.114, 0.811)
C (4.771, -0.044, 0.164)
C (3.468, -0.272, 0.851)
O (2.551, 0.269, -0.069)
C (3.097, 0.696, -1.151)
O (2.500, 1.288, -2.068)
O (4.289, 0.428, -1.115)
H (6.501, 1.336, 0.315)
H (5.885, 0.899, 1.868)
H (5.060, 2.085, 0.775)
H (5.326, -0.959, -0.065)
H (3.401, -0.032, 1.909)
H (3.345, -1.342, 0.764)
C (-6.333, -2.847, -1.881)
O (-6.058, -1.708, -2.677)
C (-4.946, -1.016, -2.684)
O (-3.964, -1.156, -1.701)
O (-4.832, 0.021, -3.571)
C (-3.630, 0.637, -3.845)
H (-7.372, -2.935, -1.931)
H (-5.962, -2.615, -0.822)
H (-5.877, -3.792, -2.063)
H (-3.886, 1.459, -4.497)
H (-2.778, -0.006, -4.081)
H (-3.371, 1.278, -2.957)
C (-3.151, -3.723, -3.413)
O (-1.926, -3.182, -3.798)
C (-0.913, -3.285, -2.907)
O (-1.070, -3.948, -1.712)
O (0.134, -2.538, -3.240)
C (1.151, -2.492, -2.257)
H (-3.968, -3.148, -3.804)
H (-3.445, -3.844, -2.329)
H (-3.270, -4.775, -3.825)
H (1.067, -1.877, -1.288)
H (2.082, -2.235, -2.665)
H (1.311, -3.492, -1.842)
C (6.614, 0.200, 5.550)
O (5.935, 0.825, 4.456)
C (4.815, 1.529, 4.630)
O (4.080, 1.423, 5.826)
O (4.383, 2.179, 3.529)
C (3.253, 2.931, 3.554)
H (7.184, -0.577, 5.063)
H (5.948, -0.132, 6.399)
H (7.320, 0.846, 6.046)
H (3.474, 3.774, 4.203)
H (2.238, 2.535, 3.727)
H (3.245, 3.378, 2.652)
C (3.394, -0.445, -5.370)
C (1.941, -0.329, -5.882)
C (0.817, 0.109, -4.840)
C (0.480, 1.512, -4.836)
N (0.221, 2.631, -4.872)
H (3.606, 0.548, -5.030)
H (4.175, -0.727, -6.060)
H (3.403, -1.169, -4.536)
H (1.534, -1.295, -6.070)
H (1.733, 0.462, -6.622)
H (0.916, -0.241, -3.795)
H (-0.120, -0.348, -5.235)
C (-0.617, 1.225, -1.313)
C (-0.847, 1.943, 0.119)
C (0.439, 2.807, 0.581)
C (0.341, 3.451, 1.885)
N (0.262, 3.943, 2.941)
H (0.280, 0.615, -1.198)
H (-0.438, 2.093, -2.015)
H (-1.462, 0.715, -1.649)
H (-1.193, 1.163, 0.778)
H (-1.607, 2.667, -0.078)
H (0.805, 3.578, -0.154)
H (1.357, 2.208, 0.710)